Entry 1:
Below is a structure of composition C4H9NO, with properties calculated with ωB97M-V/def2-TZVPD.

```
15
C4H9NO ωB97M-V/def2-TZVPD
C -0.407 -1.759 0.435
C -0.368 -0.354 -0.088
C -1.213 1.689 0.381
C 0.809 0.410 -0.003
O 0.634 1.671 0.040
N 2.058 -0.126 0.074
H 0.001 -1.817 1.452
H 0.158 -2.473 -0.185
H -1.437 -2.121 0.479
H -0.853 -0.169 -1.048
H -1.082 2.743 0.147
H -2.137 1.337 -0.084
H -1.209 1.476 1.441
H 2.212 -1.025 -0.362
H 2.857 0.488 0.089
```

Summary:
- strongest force on any atom (eV/A) = 0.76
- total charge = 0
- HOMO level (eV) = -7.108


Entry 2:
Below is the molecule C4H9NO, with properties calculated with ωB97M-V/def2-TZVPD.

```
15
C4H9NO ωB97M-V/def2-TZVPD
C 0.606 0.446 -1.660
C -0.664 -1.088 -0.062
O 0.376 -1.839 0.271
C -0.230 0.314 -0.404
C -0.692 0.090 1.741
N 0.452 0.464 0.879
H 1.478 -0.215 -1.638
H 0.001 0.174 -2.533
H 0.933 1.481 -1.786
H -1.401 -1.570 -0.736
H 0.911 -0.993 0.748
H -1.139 0.925 -0.440
H -0.381 -0.449 2.648
H -1.208 1.016 2.073
H 0.954 1.326 1.039
```

Summary:
- strongest force on any atom (eV/A) = 1.63
- total charge = 0
- HOMO level (eV) = -8.193


Entry 3:
Below is a structure of composition C4H9NO, with properties calculated with ωB97M-V/def2-TZVPD.

```
15
C4H9NO ωB97M-V/def2-TZVPD
N 0.088 -1.557 0.546
C 0.221 -0.191 0.159
C -1.092 0.300 -0.390
C 0.551 0.738 1.794
C 1.412 0.399 0.699
H 0.667 -2.159 -0.013
H -0.894 -1.949 0.527
H -1.396 1.257 0.009
H -1.945 -0.421 -0.441
H 0.105 0.173 2.634
H 0.427 1.801 1.904
H 2.226 -0.292 0.636
H -0.455 0.549 -1.859
H 0.245 1.053 -3.346
O -0.158 0.299 -2.859
```

Summary:
- strongest force on any atom (eV/A) = 5.35
- total charge = 0
- HOMO level (eV) = -7.520


total charge of number 1 (C4H9NO)?
0


Among the records above, which one has the lowest strongest force on any atom?
number 1


Repeat the third record exactly.
Below is a structure of composition C4H9NO, with properties calculated with ωB97M-V/def2-TZVPD.

```
15
C4H9NO ωB97M-V/def2-TZVPD
N 0.088 -1.557 0.546
C 0.221 -0.191 0.159
C -1.092 0.300 -0.390
C 0.551 0.738 1.794
C 1.412 0.399 0.699
H 0.667 -2.159 -0.013
H -0.894 -1.949 0.527
H -1.396 1.257 0.009
H -1.945 -0.421 -0.441
H 0.105 0.173 2.634
H 0.427 1.801 1.904
H 2.226 -0.292 0.636
H -0.455 0.549 -1.859
H 0.245 1.053 -3.346
O -0.158 0.299 -2.859
```

Summary:
- strongest force on any atom (eV/A) = 5.35
- total charge = 0
- HOMO level (eV) = -7.520